[1]
DFT (ωB97M-V with the def2-TZVPD basis set) results for C4H9NO in the gas phase.

Computed properties:
- SMILES: C[C@@H](O)[C@H]1CN1
- LUMO energy: 1.000 eV
- Energy: -287.73521 a.u.
- Strongest force on any atom: 2.249 eV Å⁻¹

```
! wB97M-V def2-TZVPD RIJCOSX def2/J DEFGRID3
* xyz 0 1
H 2.048 0.632 0.794
H -2.091 -0.513 -0.927
H -1.349 -1.049 0.624
H 2.821 -0.150 -0.698
C -0.527 0.725 -0.096
C 0.614 -0.152 -0.617
H 1.431 -2.017 -0.303
C -1.714 -0.185 0.053
H 0.513 -0.392 -1.683
H -2.433 0.379 0.771
O -0.401 1.284 1.203
H -0.657 1.528 -0.845
C 1.958 -0.048 -0.046
N 1.122 -1.217 0.248
H -1.337 1.176 1.522
*
```

[2]
DFT (ωB97M-V with the def2-TZVPD basis set) results for a molecular structure, C16H33NOP2RuSe2.

Computed properties:
- LUMO energy (spin up / spin down): -11.521 / -11.483 eV
- Energy: -6338.86066 a.u.
- Strongest force on any atom: 1.987 eV Å⁻¹

```
! wB97M-V def2-TZVPD RIJCOSX def2/J DEFGRID3
* xyz 3 2
H -2.748 1.260 -2.022
H 5.071 0.879 -0.663
H 1.692 -0.646 3.670
Ru 0.582 -0.717 0.064
C -0.238 0.005 -4.926
C -0.836 0.518 -2.665
P -1.260 2.665 1.645
P -0.365 -0.744 2.353
H 0.819 3.066 2.878
H -2.392 -0.193 -0.402
H -2.060 0.991 -4.364
H 0.903 -3.503 -2.772
H -2.865 4.445 1.938
H 3.222 -2.625 -1.733
C -2.565 3.817 1.096
C 0.960 -0.504 -4.442
H 1.187 -5.060 -1.938
H -2.197 4.475 0.308
H 3.868 -2.358 1.260
H -1.334 2.180 -1.453
H 2.096 -0.896 -2.663
C -2.026 1.518 2.884
H -0.404 -4.279 -1.830
H -1.585 -0.033 4.308
H 0.526 -1.805 4.339
C -1.564 -2.142 2.360
H 3.599 1.782 -1.102
H 1.714 -0.877 -5.116
H -2.858 0.999 2.402
H 0.383 4.443 1.855
H -0.486 4.165 3.370
O -1.712 0.499 -0.381
H -2.367 -1.976 3.080
Se 1.213 -3.166 -0.290
H -3.439 3.283 0.728
N 0.288 -0.032 -2.199
C 0.669 -4.101 -1.894
H -1.024 -3.044 2.652
H 3.610 -3.918 -0.567
C 3.146 -2.933 -0.685
C 3.844 -1.960 0.242
H 1.463 -2.233 2.885
C -0.010 3.672 2.518
C 0.964 -1.418 3.417
C 4.032 0.790 -0.986
C -1.729 1.173 -1.641
H -2.436 2.168 3.666
Se 3.049 -0.143 0.403
C -1.068 0.522 3.518
H -0.216 1.024 3.988
H 4.872 -1.800 -0.095
H -0.463 -0.008 -5.983
H 3.975 0.248 -1.929
C 1.172 -0.511 -3.076
H -2.004 -2.308 1.374
C -1.141 0.539 -4.022
*
```

[3]
DFT (ωB97M-V with the def2-TZVPD basis set) results for C10H11NO in the gas phase.

Computed properties:
- SMILES: C[C@@H](O)C1=c2ccccc2=NC1
- LUMO energy: -0.289 eV
- Energy: -517.54835 a.u.
- Strongest force on any atom: 3.550 eV Å⁻¹

```
! wB97M-V def2-TZVPD RIJCOSX def2/J DEFGRID3
* xyz 0 1
N 0.930 -2.065 -0.438
C -2.002 0.532 0.103
C -2.997 0.173 -0.962
H -3.313 0.527 1.638
H -1.680 1.531 0.220
C 2.987 -0.800 -0.013
H 4.580 0.544 0.333
O -2.470 0.079 1.399
H 2.881 2.191 1.486
C 1.620 -0.961 -0.309
H -1.012 -2.173 0.364
H -0.917 -1.895 -1.377
H 3.634 -1.704 -0.245
C -0.551 -0.164 -0.235
H -3.757 -0.398 -0.506
C 1.239 1.364 0.360
C 3.489 0.402 0.435
C 2.550 1.424 0.746
H 0.520 2.177 0.689
C -0.458 -1.632 -0.404
C 0.753 0.149 -0.154
H -3.464 1.075 -1.368
H -2.563 -0.378 -1.760
*
```

[4]
DFT (ωB97M-V with the def2-TZVPD basis set) results for 2 unconnected molecules or ions with the total composition C4H10IN2S.

Computed properties:
- LUMO energy: -5.643 eV
- Energy: -963.42345 a.u.
- Strongest force on any atom: 3.952 eV Å⁻¹

```
! wB97M-V def2-TZVPD RIJCOSX def2/J DEFGRID3
* xyz 1 1
N 0.111 -1.758 0.119
H 2.061 1.343 2.004
C 0.975 -0.738 -0.282
C -1.054 0.288 -1.738
H -0.776 0.165 2.406
H -0.929 -0.184 -2.659
H -1.338 1.296 -1.793
H -1.977 0.008 1.264
H 1.166 0.517 -2.015
I 3.207 -1.192 -0.264
N -1.274 0.544 1.702
C 0.815 0.698 0.233
S 1.504 1.923 1.020
H -1.667 -0.226 -1.051
C 0.403 0.368 -1.159
H -0.178 -2.156 -0.795
H 0.453 -2.362 0.929
H -1.503 1.464 2.080
*
```

[5]
DFT (ωB97M-V with the def2-TZVPD basis set) results for C2H3ClN2O in the gas phase.

Computed properties:
- LUMO energy (spin up / spin down): 0.728 / -2.982 eV
- Energy: -722.64548 a.u.
- Strongest force on any atom: 9.492 eV Å⁻¹

```
! wB97M-V def2-TZVPD RIJCOSX def2/J DEFGRID3
* xyz 0 3
H -1.029 0.558 -1.617
Cl -1.214 0.205 2.140
N 0.784 0.690 -0.475
H 0.247 -0.517 -1.968
C -0.289 -0.083 -1.137
O -0.833 -0.954 -0.154
N -0.319 -0.759 1.121
H 1.668 0.652 1.436
C 0.984 0.208 0.655
*
```

[6]
DFT (ωB97M-V with the def2-TZVPD basis set) results for a molecular structure, C32H44MgN11Sb.

Computed properties:
- LUMO energy: -5.456 eV
- Energy: -2288.17085 a.u.
- Strongest force on any atom: 0.252 eV Å⁻¹

```
! wB97M-V def2-TZVPD RIJCOSX def2/J DEFGRID3
* xyz 2 1
H -2.759 5.618 2.615
H -2.991 1.550 -5.188
H -0.207 1.472 -5.631
H -5.179 -1.964 1.090
N -2.368 3.351 1.730
C -1.326 1.478 -3.799
C 0.110 3.060 0.772
C -3.162 6.058 -1.562
H -0.143 4.999 -1.167
N -0.192 4.225 1.313
C 1.544 -1.681 4.369
H 2.495 -5.137 0.325
C -1.442 4.345 1.770
H -3.805 6.846 -1.187
H -6.065 0.206 1.961
Mg -0.378 -0.074 0.159
H 4.302 -1.074 3.391
N -1.936 5.987 -1.050
C 0.355 -1.946 5.285
H 0.700 2.354 3.325
N 1.350 2.923 0.264
H 2.705 0.142 0.166
C 1.529 1.783 5.210
C -3.609 5.176 -2.532
C -4.558 -1.080 1.130
C 0.830 0.206 -2.685
N -0.717 1.987 0.729
H 4.420 0.242 0.570
H 3.054 1.492 2.258
H -1.198 6.293 2.239
H -2.820 -2.059 0.315
C 0.575 1.537 4.045
H -0.126 -4.771 -2.244
N -1.496 4.097 -2.426
C 2.034 -2.972 3.722
H 1.350 -2.831 1.169
C -3.164 3.206 -3.960
C -5.044 0.125 1.613
N 0.097 -2.060 -0.386
H -1.015 -2.165 -2.229
H 0.609 -2.725 6.008
C -2.735 4.171 -2.934
H 1.648 -0.332 -2.219
C -3.245 -1.138 0.697
H -4.600 5.266 -2.957
H 0.932 -5.861 0.783
C 3.455 -0.136 0.917
C -0.882 1.504 4.498
H 0.061 -1.062 5.851
H -1.198 2.498 4.827
H 2.830 -2.810 2.986
H 1.561 2.192 -0.391
H -0.515 -2.294 4.724
H -1.022 0.829 5.344
H 1.222 2.670 5.770
H 1.941 3.738 0.261
H 2.554 1.947 4.874
C -2.904 1.085 1.195
H 5.175 0.396 2.980
H 4.015 0.406 4.305
H 3.517 -1.228 0.913
N 0.810 -4.140 -0.419
H 2.359 -1.248 4.955
C 1.488 -5.369 -0.012
C -0.399 -2.684 -1.514
C -4.203 1.229 1.648
H -1.567 1.181 3.711
Sb 1.119 -0.187 2.877
H 2.430 -3.650 4.481
C -1.162 5.023 -1.538
H 1.203 -3.494 3.235
C -0.217 1.193 -4.585
C 0.039 -3.971 -1.543
C 4.205 0.012 3.307
C -1.276 1.101 -2.462
C -2.548 2.094 -4.360
H -4.087 3.467 -4.465
H -2.114 1.321 -1.809
H 1.762 0.333 -4.601
N -0.235 0.473 -1.912
N -2.433 -0.078 0.725
H 1.533 0.946 5.912
H 1.550 -6.032 -0.870
C 0.814 -2.977 0.245
C 0.881 0.560 -4.017
H -4.532 2.188 2.020
N -1.812 5.499 2.303
C 3.122 0.401 2.307
C -1.946 2.226 1.221
*
```

Which value of strongest force on any atom does entry 2 give? 1.987 eV Å⁻¹